<i>
# CH6OS2

A cluster of 2 separate species, CH6OS2 in total (ωB97M-V/def2-TZVPD, the OMol25 dataset).

SMILES string: CO.SS
Orbital gap, eV: 9.9

The geometry in XYZ format:
```
10
CH6OS2 (ωB97M-V/def2-TZVPD)
S 4.30 -2.45 2.91
S 3.82 -0.82 3.81
H 3.51 -2.58 1.79
H 3.04 -1.01 5.00
C -2.63 0.97 -2.48
O -1.80 2.01 -2.01
H -2.20 0.42 -3.34
H -2.84 0.18 -1.67
H -3.56 1.43 -2.94
H -1.63 1.86 -1.07
```



<ii>
# CH6OS2

A cluster of 2 separate species, CH6OS2 in total (ωB97M-V/def2-TZVPD, the OMol25 dataset).

SMILES string: CSS.O
Orbital gap, eV: 8.8

The geometry in XYZ format:
```
10
CH6OS2 (ωB97M-V/def2-TZVPD)
C -0.76 0.40 -2.04
S -0.20 1.30 -0.44
S 0.39 0.41 1.42
H -0.14 -0.49 -2.16
H -0.73 1.08 -2.89
H -1.78 0.11 -1.83
H 1.61 -0.01 0.96
H 0.79 -2.52 0.74
H -0.10 -3.69 0.20
O 0.21 -2.80 0.03
```



Preferred: <ii>; penalty for the next structure: 0.534 eV.



<i>
# C5H11N2O

A cluster of 2 separate species, C5H11N2O in total (ωB97M-V/def2-TZVPD, the OMol25 dataset).

⟨S²⟩: 2.006
Orbital gap (alpha / beta), eV: 6.1 / 8.2
Spin multiplicity: 3
Net charge: +1

The geometry in XYZ format:
```
19
C5H11N2O (ωB97M-V/def2-TZVPD)
C 2.80 -0.32 0.10
C 0.45 -0.23 -0.13
C 3.08 1.06 0.00
C -1.18 -2.11 -0.08
C -1.82 1.07 -0.17
N 0.16 -1.47 0.14
N -0.36 0.83 -0.18
O 2.93 -1.46 0.13
H 2.58 1.73 0.78
H 2.89 1.52 -0.93
H 4.20 1.32 0.30
H -1.06 -2.74 -0.98
H -1.49 -2.73 0.67
H -2.02 -1.47 -0.03
H -2.32 1.18 -1.23
H -2.12 2.05 0.38
H -2.29 0.35 0.33
H 0.89 -2.07 0.36
H 0.08 1.59 -0.69
```



<ii>
# C5H11N2O

The ion C5H11N2O with charge +1 (ωB97M-V/def2-TZVPD, the OMol25 dataset).

⟨S²⟩: 2.007
Orbital gap (alpha / beta), eV: 7.4 / 7.7
Spin multiplicity: 3
Net charge: +1

The geometry in XYZ format:
```
19
C5H11N2O (ωB97M-V/def2-TZVPD)
C 1.60 -0.25 1.24
C -0.06 1.17 0.33
C -0.17 -0.31 -0.26
C -1.57 -0.90 0.03
C 0.19 -0.27 -1.75
N 0.84 -1.01 0.47
N 1.22 1.00 1.08
O -1.01 1.63 1.16
H 2.33 -0.58 1.84
H 0.34 1.85 -0.38
H -1.95 -0.85 1.04
H -1.47 -1.97 -0.28
H -2.32 -0.39 -0.69
H 1.10 0.29 -2.04
H -0.75 -0.08 -2.28
H 0.48 -1.41 -1.93
H 1.14 -1.95 0.29
H 1.65 1.81 1.43
H -1.58 2.22 0.72
```



Preferred: <ii>; penalty for the next structure: 1.760 eV.



<i>
# C6H9Br

The molecule C6H9Br (ωB97M-V/def2-TZVPD, the OMol25 dataset).

SMILES string: CC1=C[C@@](C)(Br)C1
Orbital gap, eV: 10.2

The geometry in XYZ format:
```
16
C6H9Br (ωB97M-V/def2-TZVPD)
C -0.17 -0.23 -1.11
C 0.68 -0.73 -0.22
C -0.05 -0.27 1.02
C -1.09 0.40 0.08
C 1.94 -1.51 -0.34
C -1.22 1.90 0.10
Br -2.87 -0.42 0.19
H -0.27 -0.19 -2.18
H -0.45 -1.07 1.63
H 0.49 0.43 1.65
H 2.40 -1.65 0.64
H 2.63 -0.99 -1.00
H 1.73 -2.49 -0.78
H -1.69 2.23 1.03
H -1.83 2.23 -0.74
H -0.24 2.36 0.02
```



<ii>
# C6H9Br

The molecule C6H9Br (ωB97M-V/def2-TZVPD, the OMol25 dataset).

SMILES string: CC1=C[C@@](C)(Br)C1
Orbital gap, eV: 10.2

The geometry in XYZ format:
```
16
C6H9Br (ωB97M-V/def2-TZVPD)
C 0.40 0.44 -1.08
C -0.40 0.75 -0.08
C 0.45 0.11 1.02
C 1.33 -0.41 -0.11
C -1.51 1.77 -0.11
C 1.45 -1.89 -0.40
Br 3.16 0.40 0.01
H 0.29 0.66 -2.07
H 0.88 0.74 1.76
H 0.06 -0.77 1.65
H -2.25 1.54 -0.85
H -0.98 2.58 -0.46
H -1.99 2.05 0.76
H 1.95 -2.49 0.38
H 2.05 -1.83 -1.29
H 0.42 -2.27 -0.46
```



Preferred: <i>; penalty for the next structure: 0.685 eV.



<i>
# C4H9N3O2

The molecule C4H9N3O2 (ωB97M-V/def2-TZVPD, the OMol25 dataset).

SMILES string: CC(C)/C(N)=N/[N+](=O)[O-]
Orbital gap, eV: 10.0

The geometry in XYZ format:
```
18
C4H9N3O2 (ωB97M-V/def2-TZVPD)
C -0.79 -1.24 0.55
C -0.57 1.33 0.10
C 0.87 -0.34 -0.93
C -0.60 -0.13 -0.44
N -1.33 -2.35 0.05
N -0.22 -1.07 1.77
N -1.48 -3.48 0.75
O -2.07 -4.42 0.27
O -1.00 -3.48 1.90
H 0.32 1.68 0.63
H -1.49 1.53 0.64
H -0.60 2.18 -0.65
H 1.55 -0.29 -0.09
H 1.15 0.40 -1.71
H 0.86 -1.33 -1.37
H -1.26 -0.23 -1.37
H 0.51 -0.36 1.84
H -0.13 -1.75 2.52
```



<ii>
# C4H9N3O2

The molecule C4H9N3O2 (ωB97M-V/def2-TZVPD, the OMol25 dataset).

SMILES string: C/N=C/N(O)/C=N\OC
Orbital gap, eV: 9.2

The geometry in XYZ format:
```
18
C4H9N3O2 (ωB97M-V/def2-TZVPD)
C -2.96 0.93 -0.01
C -0.89 -1.85 0.05
C 0.90 -0.13 0.11
C 2.63 1.32 0.03
H -2.72 1.89 -0.48
H -3.16 1.09 1.06
H -3.80 0.50 -0.59
H -0.90 -2.96 0.21
H 2.21 -1.61 -0.24
H 0.15 0.67 0.08
H 1.90 2.01 0.42
H 3.43 1.29 0.71
H 2.99 1.71 -0.90
N -2.02 -1.26 0.03
N 0.43 -1.40 -0.01
N 2.12 -0.04 -0.16
O -1.79 0.13 -0.21
O 1.47 -2.27 -0.10
```



Preferred: <i>; penalty for the next structure: 0.869 eV.



<i>
# C3H3FO

The molecule C3H3FO (ωB97M-V/def2-TZVPD, the OMol25 dataset).

Orbital gap (alpha / beta), eV: 7.9 / 8.2

The geometry in XYZ format:
```
8
C3H3FO (ωB97M-V/def2-TZVPD)
C 0.43 -1.38 0.66
C 0.21 -0.22 -0.32
C 0.17 0.78 0.63
O 0.40 -1.77 1.77
F 1.26 1.10 1.29
H 0.99 -0.44 -1.05
H -0.72 -0.53 -0.67
H -0.71 0.71 1.24
```



<ii>
# C3H3FO

A cluster of 2 separate species, C3H3FO in total (ωB97M-V/def2-TZVPD, the OMol25 dataset).

SMILES string: C=C=C=O.F
Orbital gap, eV: 8.5

The geometry in XYZ format:
```
8
C3H3FO (ωB97M-V/def2-TZVPD)
C -1.43 0.63 0.07
C 1.09 0.85 0.09
C -0.17 0.58 -0.18
O -2.59 0.50 0.05
F -0.10 -2.70 -0.07
H 1.39 1.45 0.94
H 1.88 0.48 -0.54
H -0.07 -1.80 -0.34
```



Preferred: <ii>; penalty for the next structure: 1.656 eV.



<i>
# C2HNO4

The molecule C2HNO4 (ωB97M-V/def2-TZVPD, the OMol25 dataset).

SMILES string: O=CC(=O)[N+](=O)[O-]
Orbital gap, eV: 9.4

The geometry in XYZ format:
```
8
C2HNO4 (ωB97M-V/def2-TZVPD)
C -1.03 -0.46 -0.67
C 0.00 -0.31 0.47
N 1.04 0.75 0.28
O 0.87 1.72 0.91
O -1.48 0.48 -1.28
O -0.02 -1.12 1.40
O 1.96 0.37 -0.36
H -1.34 -1.43 -0.78
```



<ii>
# C2HNO4

The molecule C2HNO4 (ωB97M-V/def2-TZVPD, the OMol25 dataset).

SMILES string: O=COC(=O)N=O
Orbital gap (alpha / beta), eV: 8.5 / 8.5

The geometry in XYZ format:
```
8
C2HNO4 (ωB97M-V/def2-TZVPD)
C 1.55 0.10 0.49
C -1.00 0.37 -0.08
N -1.74 -0.70 -0.43
O 0.40 -0.10 -0.23
O 1.74 0.54 1.56
O -1.36 1.40 0.38
O -1.86 -1.23 -1.50
H 2.26 -0.40 -0.20
```



Preferred: <ii>; penalty for the next structure: 0.766 eV.